1.
Molecular formula: C23H21CuNS
Method: DFT, ωB97M-V/def2-TZVPD

The calculation puts the frontier orbital gap at 6.705 eV. As for the highest occupied orbital energy: -4.2 eV. The net charge is -1.

Each line ends with the natural charge from an NBO analysis.
CARTESIAN COORDINATES (ANGSTROEM)
Cu: -0.771 -0.420 0.937  0.5741
C: 4.493 1.320 -4.946  -0.5987
C: 3.842 0.040 -4.396  -0.0577
C: 2.369 0.037 -4.812  -0.6093
C: 4.507 -1.199 -5.014  -0.5992
C: 4.024 0.012 -2.879  -0.0232
C: 5.317 -0.007 -2.334  -0.2273
C: 5.540 -0.022 -0.968  -0.2145
C: 4.449 -0.022 -0.111  -0.2527
S: 4.368 -0.052 1.621  0.2870
C: 2.565 -0.018 1.511  0.1488
N: 2.139 -0.003 0.298  -0.4562
C: 3.143 -0.009 -0.632  0.1911
C: 2.943 0.009 -2.013  -0.2314
C: 1.734 -0.023 2.711  -0.1047
C: 2.334 0.213 3.954  -0.2155
C: 1.586 0.188 5.113  -0.2670
C: 0.225 -0.082 5.022  -0.2160
C: -0.358 -0.302 3.783  -0.2666
C: 0.349 -0.279 2.565  -0.3722
H: 4.374 1.382 -6.031  0.1982
H: 5.557 1.352 -4.711  0.2032
H: 4.018 2.192 -4.493  0.2133
H: 2.303 0.057 -5.902  0.2021
H: 1.841 0.910 -4.427  0.2157
H: 1.857 -0.860 -4.460  0.2165
H: 4.357 -1.212 -6.097  0.1986
H: 4.065 -2.104 -4.595  0.2137
H: 5.580 -1.220 -4.816  0.2026
H: 6.185 -0.017 -2.984  0.1992
H: 6.551 -0.044 -0.580  0.2085
H: 1.918 0.025 -2.355  0.2316
H: 3.397 0.431 4.002  0.1928
H: 2.044 0.385 6.075  0.1949
H: -0.382 -0.122 5.921  0.1922
H: -1.426 -0.503 3.764  0.1964
C: -4.966 0.105 -1.449  -0.2700
C: -4.448 -1.169 -1.260  -0.2435
C: -3.214 -1.343 -0.646  -0.2648
C: -2.423 -0.277 -0.176  -0.4163
C: -2.989 0.994 -0.399  -0.2703
C: -4.219 1.191 -1.013  -0.2321
H: -5.929 0.247 -1.927  0.1877
H: -5.014 -2.036 -1.589  0.1858
H: -2.850 -2.361 -0.525  0.1838
H: -2.443 1.876 -0.072  0.1865
H: -4.603 2.199 -1.149  0.1850

---

2.
Molecular formula: C23H21MoN2O5S
Method: DFT, ωB97M-V/def2-TZVPD

As for the energy above the lowest of the compared OMol25 structures with the same formula, charge and spin: 2.085 eV. The calculation puts the frontier orbital gap at 6.738 eV. As for the highest occupied orbital energy: -17.7 eV. The net charge is +3.

Each line ends with the Löwdin charge.
CARTESIAN COORDINATES (ANGSTROEM)
Mo: -0.023 -1.557 1.060  1.9539
O: -1.586 -0.939 1.756  -0.2112
C: -2.814 -0.852 1.128  -0.2519
C: -3.666 0.178 1.453  0.0315
C: -4.910 0.215 0.835  0.0114
C: -5.303 -0.773 -0.067  -0.0116
C: -4.459 -1.825 -0.345  0.0214
C: -3.180 -1.883 0.237  -0.1347
C: -2.395 -3.074 0.098  -0.0011
N: -1.172 -3.228 0.502  -0.1242
C: -0.535 -4.555 0.538  -0.1366
C: 0.314 -4.527 1.785  -0.1456
N: 1.059 -3.245 1.768  -0.1021
C: 2.318 -3.266 2.119  0.0086
C: 3.172 -2.148 2.320  -0.1354
C: 4.499 -2.338 2.737  0.0344
C: 5.289 -1.246 3.035  -0.0088
C: 4.761 0.038 2.931  0.0162
C: 3.447 0.259 2.520  0.0366
C: 2.683 -0.839 2.213  -0.2425
O: 1.386 -0.692 1.797  -0.2330
H: -3.372 0.920 2.183  0.1404
H: -5.593 1.019 1.080  0.1357
H: -6.282 -0.729 -0.523  0.1331
H: -4.774 -2.620 -1.010  0.1385
H: -2.894 -3.943 -0.330  0.1674
H: 0.077 -4.683 -0.357  0.1437
H: -1.286 -5.342 0.578  0.1452
H: 1.001 -5.371 1.842  0.1403
H: -0.322 -4.536 2.672  0.1430
H: 2.743 -4.243 2.342  0.1608
H: 4.892 -3.343 2.829  0.1401
H: 6.311 -1.385 3.358  0.1339
H: 5.382 0.890 3.176  0.1360
H: 3.035 1.256 2.452  0.1364
C: -0.773 6.648 -3.348  0.0021
C: -0.317 5.256 -3.095  -0.1750
C: 0.527 4.961 -2.006  0.0213
C: 0.986 3.689 -1.793  -0.0075
C: 0.566 2.676 -2.686  -0.3399
C: -0.290 2.937 -3.786  0.0000
C: -0.719 4.222 -3.966  0.0215
S: 1.239 1.157 -2.557  0.9509
O: 2.188 0.928 -1.536  -0.2061
O: 0.831 0.195 -3.503  -0.1747
O: 0.102 -1.096 -0.531  -0.3444
H: -0.395 7.350 -2.610  0.0971
H: -1.865 6.689 -3.357  0.1154
H: -0.445 6.967 -4.341  0.1189
H: 0.835 5.758 -1.344  0.1392
H: 1.666 3.465 -0.982  0.1300
H: -0.574 2.146 -4.466  0.1357
H: -1.363 4.455 -4.805  0.1457

---

3.
Molecular formula: C23H21N3PPdSSe
Method: DFT, ωB97M-V/def2-TZVPD

As for the energy above the lowest of the compared OMol25 structures with the same formula, charge and spin: 1.327 eV. The calculation puts the frontier orbital gap (alpha / beta) at 6.754 / 6.753 eV. As for the highest occupied orbital energy (alpha / beta): -10.8 / -10.8 eV. The net charge is +1.

Each line ends with the natural charge from an NBO analysis.
CARTESIAN COORDINATES (ANGSTROEM)
Pd: 0.120 -0.229 -0.039  0.6885
S: -0.190 2.735 3.127  0.5047
C: -1.774 2.213 2.755  -0.3790
C: -1.806 1.320 1.725  -0.3100
C: -0.493 1.061 1.252  -0.0277
C: 0.479 1.759 1.906  -0.3575
C: 1.887 1.621 1.546  0.2023
C: 2.967 2.223 2.171  -0.2334
C: 4.236 1.983 1.673  -0.1267
C: 4.396 1.162 0.564  -0.2580
C: 3.268 0.596 0.002  0.0593
N: 2.045 0.815 0.487  -0.4926
H: -2.611 2.596 3.320  0.2543
H: -2.711 0.873 1.341  0.2495
H: 2.815 2.868 3.026  0.2369
H: 5.097 2.437 2.146  0.2358
H: 5.371 0.960 0.145  0.2396
H: 3.336 -0.056 -0.861  0.2089
C: 0.209 2.041 -2.878  -0.9526
P: -0.624 0.590 -2.197  0.8836
C: -1.044 -0.420 -3.647  -0.9387
C: -2.278 1.197 -1.715  -0.3577
C: -3.183 0.288 -1.165  -0.1690
C: -4.452 0.692 -0.784  -0.2254
C: -4.829 2.023 -0.925  -0.1990
C: -3.937 2.936 -1.463  -0.1815
C: -2.670 2.523 -1.865  -0.2167
H: 0.471 2.729 -2.075  0.2573
H: -0.420 2.550 -3.609  0.2458
H: 1.128 1.723 -3.371  0.2529
H: -1.640 0.176 -4.338  0.2505
H: -1.629 -1.286 -3.339  0.2441
H: -0.141 -0.766 -4.153  0.2454
H: -2.901 -0.752 -1.044  0.2039
H: -5.146 -0.028 -0.370  0.2260
H: -5.817 2.344 -0.619  0.2277
H: -4.225 3.973 -1.579  0.2254
H: -1.990 3.252 -2.286  0.2157
Se: -0.099 -3.715 -1.579  0.9878
N: 0.362 -2.539 -0.316  -0.7893
C: 0.967 -3.223 0.641  0.2165
C: 1.497 -2.677 1.865  -0.2681
C: 2.082 -3.514 2.743  -0.1432
C: 2.191 -4.940 2.507  -0.1957
C: 1.710 -5.502 1.386  -0.1848
C: 1.076 -4.650 0.408  0.0732
N: 0.566 -5.102 -0.719  -0.5586
H: 1.411 -1.620 2.080  0.2243
H: 2.482 -3.113 3.666  0.2282
H: 2.664 -5.558 3.260  0.2337
H: 1.775 -6.564 1.196  0.2436

---

4.
Molecular formula: C23H21N4O4S
Method: DFT, ωB97M-V/def2-TZVPD

Its structure (SMILES) is CN(C)c1ccc([C@H](c2c([O-])n(C)c(=S)n(C)c2=O)N2C(=O)c3ccccc3C2=O)cc1. The calculation puts the frontier orbital gap at 6.483 eV. As for the highest occupied orbital energy: -4.2 eV. The net charge is -1.

Each line ends with the natural charge from an NBO analysis.
CARTESIAN COORDINATES (ANGSTROEM)
C: -5.870 0.903 0.661  -0.3910
N: -4.767 1.132 1.576  -0.4887
C: -5.003 2.135 2.595  -0.3864
C: -3.504 0.608 1.347  0.1305
C: -2.765 0.882 0.177  -0.2295
C: -1.444 0.434 0.115  -0.1790
C: -0.946 -0.421 1.072  -0.0038
C: 0.425 -1.036 0.761  -0.0297
C: 1.620 -0.279 1.219  -0.4230
C: 1.503 1.108 1.586  0.6774
O: 0.524 1.673 2.084  -0.6660
N: 2.669 1.880 1.324  -0.4489
C: 2.612 3.330 1.422  -0.4149
C: 3.935 1.359 1.200  0.3336
S: 5.307 2.307 1.039  -0.3176
N: 4.006 -0.030 1.300  -0.4635
C: 5.268 -0.769 1.412  -0.4154
C: 2.914 -0.845 0.903  0.6602
O: 3.105 -1.952 0.371  -0.6990
N: 0.504 -1.294 -0.776  -0.4644
C: 1.163 -0.451 -1.626  0.6825
O: 1.632 0.650 -1.348  -0.5724
C: 1.150 -1.111 -2.946  -0.1234
C: 1.568 -0.641 -4.179  -0.1781
C: 1.391 -1.478 -5.302  -0.2056
C: 0.774 -2.756 -5.156  -0.2164
C: 0.328 -3.175 -3.890  -0.1916
C: 0.530 -2.335 -2.813  -0.0555
C: 0.089 -2.476 -1.402  0.6792
O: -0.540 -3.391 -0.912  -0.5642
C: -1.735 -0.879 2.121  -0.1990
C: -2.982 -0.283 2.322  -0.1829
H: -5.849 -0.105 0.218  0.2034
H: -6.783 0.995 1.262  0.1845
H: -5.876 1.640 -0.159  0.1631
H: -4.281 2.063 3.419  0.2117
H: -4.946 3.147 2.156  0.1663
H: -6.003 1.917 2.978  0.1786
H: -3.203 1.452 -0.655  0.2041
H: -0.833 0.653 -0.758  0.2145
H: 0.427 -2.115 0.900  0.2346
H: 1.578 3.617 1.579  0.2344
H: 3.213 3.671 2.272  0.2002
H: 3.059 3.752 0.507  0.2145
H: 6.003 -0.018 1.687  0.2306
H: 5.159 -1.583 2.144  0.1997
H: 5.550 -1.318 0.496  0.2112
H: 2.016 0.353 -4.226  0.2344
H: 1.736 -1.134 -6.287  0.2119
H: 0.651 -3.415 -6.033  0.2121
H: -0.169 -4.130 -3.705  0.2267
H: -1.341 -1.678 2.746  0.2109
H: -3.571 -0.565 3.199  0.1993

---

5.
Molecular formula: C23H21NO7S
Method: DFT, ωB97M-V/def2-TZVPD

Its structure (SMILES) is COc1cc(/C=C/C(=O)O)cc(S(=O)(=O)Nc2ccccc2Oc2ccccc2)c1OC. As for the energy above the lowest of the compared OMol25 structures with the same formula, charge and spin: 1.565 eV. The calculation puts the frontier orbital gap at 8.177 eV. As for the highest occupied orbital energy: -8.5 eV.

Each line ends with the natural charge from an NBO analysis.
CARTESIAN COORDINATES (ANGSTROEM)
C: 0.844 3.071 2.243  -0.2537
O: 0.204 1.817 2.311  -0.5098
C: 0.832 0.725 1.779  0.2244
C: 2.043 0.791 1.112  -0.2289
C: 2.644 -0.332 0.529  -0.1164
C: 3.901 -0.263 -0.181  -0.0788
C: 4.701 0.803 -0.326  -0.3386
C: 5.952 0.699 -1.081  0.7529
O: 6.371 -0.289 -1.633  -0.5996
O: 6.620 1.868 -1.102  -0.6864
C: 1.986 -1.556 0.638  -0.1478
C: 0.796 -1.632 1.321  -0.3947
S: -0.077 -3.202 1.389  2.3246
O: 0.716 -4.180 0.711  -0.9357
O: -0.524 -3.496 2.713  -0.9143
N: -1.438 -2.875 0.456  -0.8346
C: -1.168 -2.495 -0.867  0.0427
C: -0.661 -3.426 -1.763  -0.1842
C: -0.386 -3.060 -3.069  -0.2198
C: -0.615 -1.761 -3.491  -0.2034
C: -1.112 -0.820 -2.607  -0.2783
C: -1.386 -1.179 -1.295  0.3289
O: -1.788 -0.269 -0.343  -0.5388
C: -2.667 0.731 -0.677  0.3710
C: -3.683 0.566 -1.612  -0.3029
C: -4.568 1.602 -1.848  -0.1882
C: -4.456 2.796 -1.157  -0.2372
C: -3.450 2.953 -0.218  -0.1812
C: -2.555 1.928 0.024  -0.2959
C: 0.177 -0.525 1.895  0.3831
O: -1.021 -0.765 2.460  -0.5108
C: -1.567 0.098 3.440  -0.2389
H: 1.810 3.057 2.756  0.1836
H: 0.980 3.398 1.208  0.1816
H: 0.175 3.762 2.754  0.2048
H: 2.537 1.743 1.012  0.2204
H: 4.229 -1.188 -0.640  0.2318
H: 4.497 1.777 0.090  0.2099
H: 7.443 1.769 -1.606  0.4983
H: 2.385 -2.460 0.209  0.2508
H: -2.001 -2.197 0.955  0.4224
H: -0.478 -4.426 -1.409  0.2437
H: 0.008 -3.790 -3.757  0.2188
H: -0.399 -1.472 -4.508  0.2175
H: -1.274 0.200 -2.922  0.2279
H: -3.777 -0.370 -2.142  0.2309
H: -5.356 1.469 -2.574  0.2175
H: -5.151 3.600 -1.347  0.2157
H: -3.358 3.881 0.328  0.2128
H: -1.765 2.034 0.750  0.2279
H: -2.359 -0.482 3.913  0.2000
H: -1.987 0.999 2.991  0.1881
H: -0.823 0.373 4.189  0.1870

---

6.
Molecular formula: C23H22BCl5IN8Tl
Method: DFT, ωB97M-V/def2-TZVPD

As for the energy above the lowest of the compared OMol25 structures with the same formula, charge and spin: 0.000 eV. The spin multiplicity is 2. The calculation puts the frontier orbital gap (alpha / beta) at 6.188 / 5.730 eV. Its expectation value of S² is 0.882. As for the highest occupied orbital energy (alpha / beta): -4.3 / -4.0 eV. The net charge is -1.

Each line ends with the Löwdin spin population.
CARTESIAN COORDINATES (ANGSTROEM)
Tl: -1.341 -1.805 -0.398  0.0422
C: -0.499 -0.176 -3.711  0.0185
C: 0.557 0.048 -2.681  0.0014
C: 1.801 0.720 -2.820  0.0002
C: 2.411 0.605 -1.580  0.0002
N: 1.586 -0.071 -0.780  0.0004
N: 0.456 -0.428 -1.439  0.0008
B: 1.717 -0.425 0.692  0.0006
N: 0.653 0.485 1.334  0.0107
C: 0.291 0.737 2.591  0.0043
C: -1.021 1.329 2.530  0.0129
C: -1.303 1.475 1.083  0.1044
C: -3.094 3.610 1.236  -0.0935
N: -0.352 0.942 0.443  0.0141
N: 1.436 -1.938 1.033  0.0004
C: 2.224 -2.790 1.735  0.0001
C: 1.523 -3.908 2.035  0.0001
C: 0.281 -3.665 1.515  0.0001
C: -0.930 -4.539 1.565  0.0004
N: 0.254 -2.460 0.933  0.0038
N: 3.148 -0.179 1.182  0.0003
C: 3.642 0.988 1.656  0.0000
C: 5.012 0.890 1.672  0.0000
C: 5.280 -0.398 1.164  0.0000
C: 6.607 -1.052 0.939  0.0000
N: 4.157 -1.027 0.861  0.0000
H: -0.658 0.726 -4.301  -0.0002
H: -0.210 -0.982 -4.390  0.0006
H: -1.448 -0.440 -3.256  0.0282
H: 2.185 1.215 -3.695  0.0000
H: 3.361 0.966 -1.226  0.0000
H: 0.917 0.462 3.425  0.0003
H: -1.613 1.697 3.350  -0.0004
H: -2.536 -0.736 0.640  0.0187
H: -2.876 0.591 -1.728  0.5211
H: -1.747 2.196 -1.134  0.0009
H: 3.248 -2.532 1.935  0.0000
H: 1.863 -4.781 2.565  0.0000
H: -0.737 -5.499 1.085  0.0000
H: -1.223 -4.731 2.598  0.0000
H: -1.779 -4.073 1.066  0.0004
H: 2.987 1.797 1.933  0.0000
H: 5.718 1.631 2.009  0.0000
H: 7.385 -0.558 1.520  0.0000
H: 6.570 -2.102 1.226  0.0000
H: 6.891 -1.005 -0.114  0.0000
Cl: -2.816 2.175 -0.363  0.1070
C: -3.749 2.895 -1.960  0.2391
C: -4.405 3.537 1.211  -0.0126
C: -5.663 3.670 0.821  -0.0592
Cl: -6.979 2.796 1.562  -0.0129
C: -5.985 4.702 -0.142  -0.0037
Cl: -7.043 5.954 0.478  -0.0049
C: -5.438 4.807 -1.354  -0.0062
Cl: -5.546 6.336 -2.185  -0.0043
C: -4.735 3.761 -2.102  0.0322
Cl: -5.435 3.676 -3.807  0.0356
I: 0.995 -3.834 -2.430  -0.0002
C: -1.036 -3.501 -1.850  -0.0017
H: -1.362 -4.441 -1.406  0.0001
H: -1.596 -3.343 -2.769  -0.0001